1.
{"formula": "C22H18N11O4S3Sc", "method": "ωB97M-V with the def2-TZVPD basis set", "symbols": ["Sc", "S", "C", "C", "C", "C", "N", "C", "C", "C", "S", "C", "N", "H", "H", "S", "C", "N", "N", "C", "C", "C", "C", "C", "C", "N", "N", "C", "C", "C", "C", "C", "C", "H", "H", "H", "H", "H", "H", "H", "H", "H", "H", "H", "N", "N", "C", "N", "N", "N", "O", "O", "H", "H", "H", "H", "H", "O", "O"], "positions_angstrom": [[0.6402, -0.5087, -0.5898], [-0.5882, -1.7818, 1.4257], [0.2713, -3.0344, 2.2867], [-0.0398, -3.1584, 3.6505], [0.4943, -4.1613, 4.4382], [0.1276, -4.2599, 5.8187], [-0.1665, -4.3405, 6.9261], [1.3965, -5.0892, 3.8887], [1.7616, -4.9476, 2.5575], [1.2146, -3.9458, 1.7669], [1.6559, -3.9872, 0.0532], [1.8912, -6.1984, 4.6375], [2.2735, -7.1300, 5.1920], [-0.7323, -2.4477, 4.0794], [2.4773, -5.6345, 2.1267], [1.3701, 1.4620, 0.7739], [0.2265, 2.5580, 0.0110], [0.1745, 3.8394, 0.2879], [0.9627, 4.2878, 1.2049], [0.9787, 5.6406, 1.5636], [0.2360, 6.5815, 0.8487], [0.2955, 7.9148, 1.2092], [1.0806, 8.3223, 2.2802], [1.7980, 7.3803, 3.0013], [1.7528, 6.0424, 2.6484], [-0.6524, 2.2277, -0.9533], [-0.8389, 1.0091, -1.2659], [-1.6255, 0.9047, -2.4490], [-1.5493, 1.8810, -3.4463], [-2.2488, 1.7243, -4.6288], [-3.0395, 0.6012, -4.8298], [-3.1466, -0.3465, -3.8229], [-2.4439, -0.2040, -2.6380], [1.5816, 3.6261, 1.6717], [-0.3695, 6.2463, 0.0198], [-0.2693, 8.6460, 0.6461], [1.1376, 9.3687, 2.5486], [2.4010, 7.6859, 3.8460], [2.3132, 5.3039, 3.2099], [-0.9179, 2.7415, -3.2791], [-2.1659, 2.4731, -5.4058], [-3.5727, 0.4664, -5.7618], [-3.7957, -1.2035, -3.9576], [-2.5457, -0.9301, -1.8478], [-2.2862, -3.1647, -1.0229], [-1.4388, -3.8616, -1.8840], [-0.3292, -3.3816, -2.4248], [0.2966, -4.1758, -3.3001], [0.0245, -2.0843, -2.1676], [1.1291, -1.5953, -2.7163], [1.2927, -0.3707, -2.5039], [1.9262, -2.2284, -3.3890], [-1.7988, -2.9662, -0.1355], [-3.0951, -3.7387, -0.8360], [-1.6417, -4.8319, -2.0552], [0.0571, -5.1514, -3.3384], [1.1975, -3.8705, -3.6302], [2.7007, -2.7660, -0.2268], [2.1613, -1.4385, -0.1124]], "spin_multiplicity": 1, "e_homo_ha": -0.280, "homo_lumo_gap_ev": 6.17, "e_lumo_ev": -1.445, "charge": 0}

2.
{"formula": "C21H32N3O6PS2Sn", "method": "ωB97M-V with the def2-TZVPD basis set", "symbols": ["Sn", "O", "C", "O", "C", "C", "C", "C", "C", "C", "S", "H", "H", "H", "H", "C", "C", "S", "O", "O", "C", "C", "N", "C", "N", "C", "C", "N", "O", "O", "C", "H", "H", "H", "H", "H", "H", "H", "H", "H", "H", "H", "H", "H", "C", "C", "P", "C", "C", "C", "C", "H", "H", "H", "H", "H", "H", "H", "H", "H", "H", "H", "H", "H", "H", "H"], "positions_angstrom": [[-0.3199, 0.2400, -0.3792], [-3.9034, 1.3926, -0.0136], [-3.2355, 0.4208, 0.1784], [-2.2854, -0.0084, -0.6701], [-3.4758, -0.4890, 1.3580], [-4.7857, -0.6208, 1.7549], [-5.1439, -1.4529, 2.8214], [-4.1748, -2.1497, 3.5407], [-2.8539, -1.9984, 3.2030], [-2.4592, -1.1866, 2.0966], [-0.7748, -1.0682, 1.8740], [-5.5428, -0.0533, 1.2310], [-6.1861, -1.5418, 3.0977], [-4.4625, -2.7844, 4.3665], [-2.0781, -2.5058, 3.7599], [1.5846, -2.5960, -9.1563], [1.5779, -3.4105, -7.8677], [0.3223, -2.8067, -6.7697], [0.7712, -1.5768, -6.1497], [-0.9558, -2.8270, -7.4255], [0.2385, -3.9975, -5.4285], [-0.9421, -3.5949, -4.5347], [-0.5221, -3.0622, -3.2247], [-0.6101, -1.7669, -2.8675], [-0.1769, -1.6102, -1.6103], [0.1971, -2.8403, -1.1407], [-0.0085, -3.7342, -2.1362], [0.2854, -5.1458, -2.0919], [0.0277, -5.8071, -3.0749], [0.7876, -5.5435, -1.0610], [-1.1356, -0.6730, -3.7191], [2.3904, -2.9541, -9.7937], [1.7533, -1.5403, -8.9503], [0.6410, -2.7055, -9.6853], [2.5225, -3.3287, -7.3294], [1.3610, -4.4623, -8.0555], [1.1882, -3.9334, -4.8989], [0.1130, -5.0056, -5.8139], [-1.6121, -4.4325, -4.3673], [-1.5281, -2.7983, -4.9880], [0.5513, -3.0272, -0.1431], [-2.2222, -0.7425, -3.7927], [-0.6977, -0.7089, -4.7166], [-0.8955, 0.2922, -3.2739], [3.8357, -2.9246, 0.0060], [3.6439, -1.8650, 1.0880], [2.7758, -0.3526, 0.5929], [3.5177, 0.3978, -0.8793], [4.9760, 0.8255, -0.6465], [2.6383, 0.7930, 1.9903], [3.8451, 0.7720, 2.9410], [4.5321, -3.6779, 0.3693], [4.2581, -2.5064, -0.9074], [2.9063, -3.4312, -0.2352], [4.6137, -1.4817, 1.4327], [3.1482, -2.2635, 1.9764], [2.8960, 1.2522, -1.1556], [3.4453, -0.3308, -1.6898], [5.0459, 1.6135, 0.1013], [5.3777, 1.2180, -1.5800], [5.6084, -0.0082, -0.3436], [1.7241, 0.5501, 2.5390], [2.4830, 1.7804, 1.5461], [3.9274, -0.1807, 3.4606], [3.7061, 1.5475, 3.6926], [4.7816, 0.9733, 2.4242]], "spin_multiplicity": 1, "e_homo_ha": [-0.549, -0.549], "homo_lumo_gap_ev": [5.94, 6.06], "e_lumo_ev": [-9.006, -8.864], "charge": 2}

3.
{"formula": "C5H13NO", "method": "ωB97M-V with the def2-TZVPD basis set", "symbols": ["C", "C", "C", "C", "C", "N", "H", "H", "H", "H", "H", "H", "H", "H", "H", "H", "H", "H", "H", "O"], "positions_angstrom": [[-0.9175, -0.6519, -0.6817], [-0.6972, 0.1680, 0.5702], [0.7070, 0.6338, 0.8810], [1.0114, 1.7836, 1.4721], [2.2947, 2.5152, 1.2532], [-0.2540, -1.9943, -0.6764], [-1.9679, -0.8852, -0.8342], [-0.4548, -0.2279, -1.5773], [-1.5041, 0.8793, 0.6945], [-0.8007, -0.6092, 1.3563], [1.4490, 0.2794, 0.1605], [0.4447, 2.1308, 2.3188], [2.8408, 2.6964, 2.1797], [2.9801, 2.0677, 0.5395], [2.0200, 3.4979, 0.8574], [-0.3512, -2.4776, 0.2138], [0.7419, -1.9018, -0.8382], [-2.0044, -2.5786, -2.0433], [-2.6597, -2.6188, -3.3917], [-2.8780, -2.7067, -2.4543]], "spin_multiplicity": 1, "e_homo_ha": -0.335, "homo_lumo_gap_ev": 10.17, "e_lumo_ev": 1.055, "smiles": "C/C=C/CCN.O", "charge": 0}

The records above give, respectively, ΔE to the lowest compared entry with this formula, charge and spin values of 47.2; 20.6; 43.0 kcal per mole.